C15H54N18O12 | wB97M-V/def2-TZVPD

```
99
C15H54N18O12 wB97M-V/def2-TZVPD
N -1.357 -0.432 4.147
C -0.339 -1.315 3.952
N 0.006 -1.630 2.705
O 0.315 -1.701 4.923
H -1.447 -0.275 5.132
H -1.496 0.353 3.514
H -0.608 -1.490 1.881
H 0.621 -2.443 2.624
N 3.040 -1.397 4.044
C 3.664 -0.549 4.847
N 3.023 -0.121 5.937
O 4.749 -0.127 4.547
H 3.471 -1.433 3.149
H 2.124 -1.813 4.305
H 2.137 -0.608 6.158
H 3.418 0.491 6.574
N -2.795 4.205 0.784
C -2.123 3.723 -0.283
N -1.097 2.752 0.024
O -2.503 4.033 -1.431
H -2.829 3.740 1.665
H -3.613 4.748 0.527
H -0.490 2.915 0.874
H -0.618 2.415 -0.816
N 1.168 3.624 3.539
C 0.216 2.843 4.138
N 0.624 2.142 5.213
O -0.902 2.860 3.731
H 0.861 3.890 2.601
H 2.098 3.193 3.480
H 1.562 1.827 5.308
H -0.024 1.490 5.624
N -1.148 -1.373 -5.822
C -0.630 -2.451 -5.119
N -1.393 -3.540 -5.274
O 0.338 -2.379 -4.393
H -2.025 -1.502 -6.337
H -0.848 -0.401 -5.759
H -1.253 -4.172 -4.460
H -2.328 -3.584 -5.638
N 4.714 0.651 1.596
C 4.853 -0.484 0.804
N 5.316 -1.600 1.561
O 4.665 -0.486 -0.420
H 4.097 1.397 1.333
H 4.976 0.570 2.543
H 5.582 -2.495 1.142
H 5.519 -1.437 2.505
N 2.245 3.636 -1.664
C 2.865 2.633 -0.966
N 3.720 1.956 -1.701
O 2.649 2.467 0.240
H 2.551 3.917 -2.583
H 1.490 4.171 -1.359
H 3.701 1.976 -2.669
H 4.205 1.217 -1.188
N -4.781 -1.158 2.196
C -3.811 -0.214 2.089
N -2.879 -0.580 1.160
O -3.684 0.789 2.787
H -5.534 -0.880 2.801
H -4.996 -1.747 1.432
H -2.229 0.098 0.811
H -2.996 -1.354 0.509
N 1.794 -0.569 0.361
C 1.111 -1.318 -0.611
N 1.902 -1.589 -1.693
O -0.062 -1.718 -0.457
H 2.248 0.250 0.039
H 1.088 -0.250 1.049
H 2.887 -1.462 -1.539
H 1.557 -2.133 -2.453
C 0.462 1.192 -3.801
C -0.336 2.371 -4.341
O -1.502 2.049 -5.114
H 1.412 1.524 -3.381
H 0.799 0.574 -4.622
H -0.230 0.556 -3.136
H 0.219 3.086 -4.979
H -0.650 3.046 -3.490
H -2.315 2.057 -4.576
C -3.768 -0.644 -3.270
C -3.372 0.598 -2.438
O -3.873 1.768 -3.099
H -4.469 -1.247 -2.662
H -2.922 -1.296 -3.468
H -4.193 -0.363 -4.276
H -2.295 0.596 -2.225
H -3.908 0.589 -1.505
H -3.423 2.573 -2.866
C -1.097 -4.783 0.293
C -1.824 -4.465 -1.001
O -0.951 -3.996 -2.022
H -0.012 -4.567 0.062
H -1.123 -5.809 0.606
H -1.329 -4.176 1.127
H -2.583 -3.617 -0.878
H -2.356 -5.293 -1.455
H -0.693 -3.076 -1.753
```

Summary:
E_HOMO   -9.84 eV
Lowest unoccupied orbital energy   0.38 eV
Frontier orbital gap   10.224 eV
Total energy   -67832.327 eV
Energy above the lowest of the compared OMol25 structures with the same formula, charge and spin   0.00 kcal per mole